Record 1
A cluster of 4 separate species, C22H38BrN4O10 in total at a distorted geometry. Source: the OMol25 dataset; level of theory: ωB97M-V with the def2-TZVPD basis set.

Geometry (Å):
C (2.17522, -0.46531, 3.07083)
O (2.97535, 0.39503, 2.29889)
C (2.23544, 1.43710, 1.68429)
C (1.17943, 0.88341, 0.72368)
C (0.83652, 1.81560, -0.44223)
C (-0.55491, 1.44027, -1.00068)
C (-1.65888, 1.99601, -0.17726)
N (-1.61472, 3.27902, 0.20306)
C (-2.74125, 3.48338, 0.87197)
N (-3.18622, 4.59510, 1.50200)
N (-3.48077, 2.35759, 0.89379)
N (-2.77732, 1.39050, 0.24741)
C (-3.17279, 0.00871, -0.00943)
C (-3.38431, -0.89856, 1.23076)
C (-3.53381, -0.22432, 2.57823)
Br (-1.90993, 0.57462, 3.28978)
H (1.42025, 0.08686, 3.63662)
H (1.71413, -1.25797, 2.47656)
H (2.82938, -0.96052, 3.78476)
H (2.94461, 2.07413, 1.17271)
H (1.74618, 2.04570, 2.45674)
H (1.47146, -0.09897, 0.35378)
H (0.26367, 0.74326, 1.30064)
H (0.84743, 2.85643, -0.13085)
H (1.57608, 1.73191, -1.23519)
H (-0.56878, 0.35607, -1.06275)
H (-0.59130, 1.83725, -2.01333)
H (-3.09118, 5.50874, 1.10204)
H (-3.63777, 4.48592, 2.38973)
H (-4.38297, 2.17148, 1.29697)
H (-4.10850, 0.04060, -0.56232)
H (-2.41217, -0.41392, -0.64499)
H (-4.32811, -1.42131, 1.07725)
H (-2.63008, -1.67680, 1.28918)
H (-3.80881, -0.99292, 3.29030)
H (-4.34914, 0.49011, 2.61276)
C (5.24608, 3.51550, -5.27111)
C (4.59220, 2.54594, -4.32078)
C (3.08473, 2.61045, -4.30623)
O (2.76935, 2.20428, -2.96048)
C (3.85449, 2.52352, -2.18949)
O (3.85338, 2.50490, -1.00090)
O (4.90402, 2.86836, -2.94998)
H (5.06727, 4.54526, -4.95735)
H (6.32494, 3.36595, -5.27964)
H (4.86919, 3.37870, -6.28464)
H (4.94648, 1.53469, -4.51803)
H (2.62757, 1.93334, -5.02396)
H (2.69504, 3.61899, -4.46590)
C (3.91419, -3.47987, -4.17397)
C (5.27155, -2.89156, -4.46853)
C (6.25182, -2.96323, -3.32025)
O (7.07851, -1.81616, -3.55276)
C (6.34492, -0.91489, -4.23983)
O (6.66534, 0.21403, -4.42744)
O (5.18829, -1.46928, -4.68172)
H (3.40288, -2.89881, -3.40528)
H (3.28607, -3.45720, -5.06428)
H (4.00403, -4.51359, -3.84094)
H (5.69206, -3.34121, -5.37149)
H (6.84977, -3.87101, -3.32768)
H (5.77306, -2.85640, -2.34386)
C (-7.66079, -3.37424, 6.45712)
C (-7.01675, -3.67779, 5.12774)
C (-5.52017, -3.47307, 5.09171)
O (-5.29416, -3.12420, 3.71456)
C (-6.44159, -2.57658, 3.24199)
O (-6.53204, -2.01171, 2.19687)
O (-7.45332, -2.75126, 4.11042)
H (-7.57430, -2.31323, 6.69380)
H (-8.72376, -3.60990, 6.42894)
H (-7.19860, -3.95736, 7.25319)
H (-7.28296, -4.68474, 4.79802)
H (-4.96107, -4.36702, 5.35514)
H (-5.18913, -2.64373, 5.72130)

Properties
2S+1: 1
LUMO (eV): -2.39
Charge: +1
HOMO energy (hartree): -0.417

Record 2
A cluster of 6 separate species, C22H38ClN8O15 in total at a distorted geometry. Source: the OMol25 dataset; level of theory: ωB97M-V with the def2-TZVPD basis set.

Geometry (Å):
C (-4.92855, 4.40211, 0.77059)
C (-3.94185, 3.53365, 1.50508)
O (-4.26629, 2.88516, 2.45790)
N (-2.55144, 3.43793, 1.08294)
C (-1.80682, 4.51137, 0.53119)
C (-2.20604, 5.91902, 0.85750)
O (-0.80841, 4.24563, -0.09247)
C (-2.05948, 2.15767, 0.73416)
C (-1.03762, 1.60107, 1.50736)
C (-0.51394, 2.37630, 2.68156)
C (-0.55335, 0.33816, 1.14363)
C (0.51559, -0.46508, 1.86508)
O (0.77523, -1.56759, 1.46396)
O (1.08724, 0.07491, 2.94031)
C (2.50922, 0.38236, 2.86323)
C (3.02925, 0.61583, 1.45864)
C (4.46419, 1.14757, 1.54703)
Cl (4.89986, 2.02867, 0.07162)
C (-1.07319, -0.29649, 0.01931)
C (-2.06703, 0.30348, -0.69595)
N (-2.55348, 1.50327, -0.34118)
C (-3.63661, 2.03986, -1.19397)
C (-3.15474, 3.07969, -2.19038)
C (-4.28085, 3.88923, -2.83682)
N (-5.60481, 3.41731, -2.82330)
O (-4.00934, 4.94149, -3.34951)
H (-5.80594, 3.80485, 0.53859)
H (-5.18165, 5.26327, 1.38456)
H (-4.52235, 4.78194, -0.16578)
H (-3.16558, 6.21018, 0.44848)
H (-2.22224, 6.04140, 1.94312)
H (-1.42222, 6.55907, 0.46530)
H (0.56413, 2.28852, 2.74801)
H (-0.96940, 2.02371, 3.60609)
H (-0.73624, 3.43352, 2.58144)
H (3.07344, -0.41265, 3.35117)
H (2.64371, 1.28599, 3.45586)
H (2.42572, 1.34745, 0.91707)
H (3.07018, -0.31560, 0.89532)
H (4.58608, 1.80958, 2.40169)
H (5.15987, 0.32248, 1.66706)
H (-0.68239, -1.26393, -0.25997)
H (-2.49770, -0.16795, -1.56647)
H (-4.48181, 2.36395, -0.59539)
H (-4.00485, 1.18594, -1.76089)
H (-2.64840, 2.56137, -3.00481)
H (-2.49004, 3.82285, -1.76430)
H (-5.71299, 2.41933, -2.71544)
H (-6.23569, 3.93878, -2.23319)
C (0.89776, -4.52430, -0.51284)
N (-0.27524, -4.55556, -1.43152)
O (-0.70258, -5.63142, -1.77590)
O (-0.73662, -3.48324, -1.78101)
H (1.18834, -5.54520, -0.29495)
H (1.69130, -3.98527, -1.02184)
H (0.58987, -3.99338, 0.38328)
C (2.71106, -3.82505, 2.89603)
N (4.02477, -4.32292, 2.40718)
O (4.08207, -5.45927, 1.99050)
O (4.94703, -3.53669, 2.44923)
H (1.98165, -4.62094, 2.79830)
H (2.83489, -3.53136, 3.93400)
H (2.44648, -2.97118, 2.28161)
C (-1.26199, -9.09836, -2.30200)
N (-1.04953, -9.89876, -1.06472)
O (-2.02808, -10.29760, -0.47141)
O (0.10107, -10.08955, -0.73203)
H (-2.32802, -9.00609, -2.46969)
H (-0.80138, -8.12971, -2.13645)
H (-0.77515, -9.62324, -3.11789)
C (8.73211, 1.91843, 1.64424)
N (8.01347, 0.61673, 1.71571)
O (8.15668, -0.16459, 0.80453)
O (7.31586, 0.42731, 2.69544)
H (9.30038, 1.94021, 0.72271)
H (7.98085, 2.70185, 1.66758)
H (9.37918, 1.97869, 2.51379)
C (-1.37948, -0.23506, -5.65123)
N (-1.92406, 0.59178, -4.54145)
O (-1.16761, 1.32588, -3.93720)
O (-3.10949, 0.48043, -4.28882)
H (-0.32180, -0.02209, -5.74243)
H (-1.56108, -1.27460, -5.39493)
H (-1.92308, 0.03749, -6.55082)

Properties
Energy relative to the best compared isomer or geometry (same formula, charge and spin) (kcal per mole): 0.0
2S+1: 1
LUMO (eV): -4.60
Charge: +1
HOMO energy (hartree): -0.452

Record 3
A cluster of 2 separate species, C22H38F3NO5 in total at a distorted geometry. Source: the OMol25 dataset; level of theory: ωB97M-V with the def2-TZVPD basis set.

Geometry (Å):
C (1.58016, -1.87350, 2.61167)
C (1.73084, -3.14468, 1.55974)
C (0.39447, -3.36631, 0.62038)
C (-0.95316, -3.78847, 1.45889)
C (-2.15522, -4.44107, 0.55503)
C (-3.40559, -3.37732, 0.24322)
C (-2.87146, -2.28393, -0.90440)
C (-3.37000, -0.80888, -0.39829)
C (-2.68056, 0.47085, -1.14697)
C (-1.21245, 0.19629, -1.81785)
C (-0.30102, 1.60094, -1.90685)
C (1.25544, 1.09359, -1.90665)
C (1.92113, 0.00409, -2.70613)
C (1.24373, -0.92920, -3.88038)
C (0.94336, -0.04405, -5.27209)
O (0.11022, 1.14434, -5.04644)
C (0.28224, -1.02916, -6.41181)
F (-1.22004, -0.93190, -6.47685)
F (0.58405, -2.47046, -6.18418)
F (0.87015, -0.69636, -7.75692)
C (3.49024, -0.17512, -2.17412)
O (4.10834, -1.37129, -2.11517)
O (3.88985, 1.10478, -1.60293)
C (2.59735, 1.66325, -1.09445)
O (2.68199, 2.67251, -0.19593)
H (2.69610, -1.53935, 2.86095)
H (1.03461, -0.94166, 2.15755)
H (1.11364, -2.21331, 3.63877)
H (2.06980, -4.12117, 2.11474)
H (2.61773, -2.84296, 0.82291)
H (0.27249, -2.37042, -0.01794)
H (0.63395, -4.26431, -0.12472)
H (-1.38338, -2.87530, 2.09341)
H (-0.59441, -4.57675, 2.27981)
H (-2.62955, -5.40024, 1.08219)
H (-1.70627, -4.70971, -0.49195)
H (-4.39448, -3.92297, -0.07248)
H (-3.60233, -2.78746, 1.23958)
H (-3.33693, -2.61486, -1.93002)
H (-1.71151, -2.42874, -0.95108)
H (-3.29163, -0.65039, 0.78442)
H (-4.53349, -0.75363, -0.63607)
H (-3.37373, 0.98563, -1.95886)
H (-2.50894, 1.29664, -0.30342)
H (-1.32661, -0.22327, -2.91944)
H (-0.58486, -0.56997, -1.14709)
H (-0.47996, 2.11026, -0.85225)
H (-0.62527, 2.27326, -2.80244)
H (2.10687, -1.67091, -4.21595)
H (0.33380, -1.57995, -3.54164)
H (1.97747, 0.36060, -5.68279)
H (-0.80947, 0.93491, -4.71618)
C (-1.07760, 3.56915, 4.74783)
O (-0.66732, 3.21833, 3.43462)
C (0.18968, 4.17758, 2.80842)
C (1.67682, 4.06543, 3.21676)
C (1.97124, 4.63657, 4.60262)
N (2.14753, 2.67363, 3.16461)
H (-1.21725, 4.64771, 4.86399)
H (-0.35730, 3.19450, 5.47676)
H (-2.03223, 3.07332, 4.94651)
H (0.12101, 3.97384, 1.73290)
H (-0.19363, 5.19449, 2.95396)
H (2.25932, 4.65206, 2.49698)
H (1.64429, 3.97512, 5.40970)
H (3.05054, 4.78111, 4.73098)
H (1.48723, 5.60844, 4.73792)
H (2.03524, 2.32751, 2.21111)
H (1.48472, 2.10831, 3.70381)

Properties
2S+1: 1
LUMO (eV): -1.62
Charge: 0
HOMO energy (hartree): -0.333

M? In order: 598.5 690.0 453.5 g/mol.